Computed, not measured: 5 unconnected molecules or ions with the total composition C25H47I2O6, with ωB97M-V/def2-TZVPD.

Structure (XYZ):
```
80
Properties=species:S:1:pos:R:3:forces:R:3:mulliken_charge:R:1
I 2.9080 -0.6899 2.6610 0.242 -0.335 0.349 -0.34
I -0.2615 -3.5648 2.9990 -0.930 0.863 -0.852 -0.07
O -2.8029 -0.7491 6.1085 0.179 -0.123 0.288 -0.43
O -1.0231 1.5380 -1.6137 -0.340 0.283 -0.318 -0.31
O -4.3622 0.1169 0.1780 -0.441 0.080 0.118 -0.27
O 5.5217 -0.0111 0.4407 2.891 -2.187 -0.738 -0.19
O 0.3023 1.5137 -5.6738 0.195 -0.098 -0.360 -0.34
O 7.5445 -0.1153 -0.9646 -3.803 -1.465 7.717 -0.58
C -6.5003 -0.0739 1.1772 -0.216 -0.318 0.543 -0.55
C 6.9444 -0.3257 0.2375 1.600 1.512 -4.451 0.47
C 2.1945 -0.2820 0.6392 -1.541 -1.239 -2.085 -0.66
C 1.6028 1.0712 -7.6018 -0.014 0.226 -0.613 -0.54
C -6.3071 1.3507 0.7253 -0.334 0.456 -0.318 -0.60
C -4.8057 1.4279 0.5546 0.497 0.062 0.149 -0.25
C -1.3313 -2.1446 1.6502 -0.838 2.022 -2.082 -0.97
C 7.7876 -0.8863 1.5409 -0.759 0.559 0.143 -0.34
C 3.2104 -0.7931 -0.5349 0.512 0.374 1.044 0.00
C 7.7552 -2.5253 1.5529 0.715 0.207 0.041 -0.77
C -0.5232 -0.3230 6.5858 0.380 0.525 0.110 -0.49
C -2.0085 2.9545 -3.2345 0.268 0.327 -0.615 -0.15
C -1.0903 2.9081 -2.0328 0.216 -0.108 0.426 -0.58
C -0.9024 -1.6466 7.1981 0.228 -0.643 0.007 -0.45
C -2.4129 -1.5626 7.2236 -0.400 0.105 0.018 -0.45
C -2.0468 0.8017 -2.2970 0.307 -0.466 0.163 -0.10
C -5.4419 -0.8052 0.3805 0.285 -0.238 -0.286 -0.46
C 1.6693 1.8347 -5.3819 -0.078 0.297 0.420 -0.31
C 2.5180 1.1123 -6.4054 0.477 -0.356 0.250 -0.55
C -1.6330 -0.1099 5.5795 -0.089 0.016 -0.523 0.18
C -0.4250 -0.7651 1.3911 -0.217 -1.098 0.321 0.37
C -2.9570 1.8185 -2.9507 -0.581 -0.088 0.091 -0.36
C 0.8361 -1.2233 0.4500 0.483 1.096 -0.645 -0.64
C 4.7230 -1.1835 -0.0486 0.132 -1.484 -2.310 -0.58
C 0.2479 0.8760 -6.9573 -0.365 -0.169 0.258 -0.51
H 1.6325 2.0343 -8.1251 -0.019 -0.111 0.000 0.26
H -2.7673 -1.0706 8.1360 -0.002 -0.066 0.109 0.26
H 6.7664 -2.9341 1.0664 2.064 0.815 1.103 0.24
H -2.5040 3.9212 -3.3551 0.047 -0.041 0.047 0.39
H 2.7356 -1.7427 -1.0500 1.250 1.552 0.693 0.24
H -6.6947 2.0914 1.4293 0.070 -0.057 -0.081 0.34
H -5.8189 -1.0999 -0.6046 -0.070 -0.088 0.013 0.26
H -0.5563 0.4623 7.3503 0.027 -0.025 -0.069 0.26
H 5.3039 -1.5424 -1.0279 -1.245 0.676 1.894 0.38
H -4.3124 1.6893 1.4972 -0.018 0.097 -0.036 0.26
H -7.5082 -0.4582 1.0014 0.113 0.006 0.009 0.35
H 1.9063 1.5378 -4.3561 -0.153 0.048 -0.087 0.21
H -5.0726 -1.6975 0.8940 0.083 0.107 -0.095 0.25
H 3.4713 1.6111 -6.5977 -0.113 -0.051 0.065 0.34
H -0.1378 -0.3554 2.4487 -0.112 -0.757 -2.085 0.09
H -3.7243 2.1452 -2.2390 0.019 -0.087 -0.091 -0.04
H 8.8554 -0.4087 1.4784 -1.978 -1.239 -0.062 0.30
H -0.4680 -1.8140 8.1869 -0.069 0.012 -0.070 0.33
H -1.4969 3.4924 -1.2002 0.035 0.119 -0.001 0.27
H -1.4397 2.7438 -4.1479 -0.051 0.035 0.113 -0.09
H 1.8513 0.2843 -8.3184 -0.060 0.075 0.063 0.32
H -1.4816 -2.6059 0.5602 0.417 0.486 2.635 0.43
H -0.5645 1.3067 -7.5490 -0.008 0.001 0.137 0.28
H 0.4711 -0.3169 6.1322 -0.149 0.002 -0.021 0.33
H -3.4590 1.4317 -3.8411 0.045 0.003 0.083 0.39
H -2.3977 -1.8655 2.0550 2.172 -0.841 -0.384 0.36
H -1.3972 -0.5847 4.6212 0.098 0.077 0.008 -0.31
H -1.5594 0.1662 -3.0440 -0.055 -0.017 -0.080 0.32
H -4.5066 2.1518 -0.2083 0.075 -0.136 0.068 0.13
H 1.0849 -2.3855 0.5048 -0.700 2.009 0.215 0.22
H -0.0850 3.2745 -2.2582 -0.028 -0.115 0.111 0.30
H -6.8016 1.5037 -0.2413 0.034 0.037 0.091 0.28
H -2.5764 0.1610 -1.5860 0.137 0.109 0.014 0.00
H 1.7830 2.9206 -5.4664 0.094 0.015 0.033 0.25
H -2.8893 -2.5439 7.1487 -0.055 0.110 -0.072 0.26
H 3.3160 0.1012 -1.3121 -0.175 -2.019 1.447 0.08
H 8.6993 -2.9273 0.9612 -2.121 0.699 1.194 0.25
H 0.4940 -1.0377 -0.6773 0.649 -0.319 2.232 0.09
H 2.7276 0.0918 -6.0636 0.026 0.142 -0.004 0.27
H -1.0763 0.0844 0.8652 1.298 -2.059 0.959 -0.02
H -6.2840 -0.1554 2.2489 -0.045 -0.034 -0.115 0.25
H -1.8405 0.9494 5.4023 -0.092 -0.113 0.011 0.30
H 7.3232 -0.5375 2.5824 0.623 -0.485 -2.641 0.25
H 7.8348 -2.8591 2.6841 -0.227 0.499 -2.464 0.25
H -0.5846 -2.4644 6.5404 -0.036 0.092 0.084 0.17
H 4.7817 -2.1066 0.6911 -0.434 2.261 -1.129 0.19
H 0.0360 -0.1863 -6.7936 -0.022 -0.020 -0.105 0.29
```
Forces are in eV/Å.

Orbital gap (eV): 4.66
HOMO energy (Ha): -0.0808
Lowest unoccupied orbital energy (Ha): 0.0905
E_tot (Ha): -2027.3271
Max |F| (eV/A): 8.73
Net charge: -1

***

Computed, not measured: a molecular structure, C8H15O2, with ωB97M-V/def2-TZVPD.

Structure (XYZ):
```
25
Properties=species:S:1:pos:R:3:forces:R:3:mulliken_charge:R:1
O -0.4059 0.7706 1.5583 0.343 0.125 -0.548 -0.37
O -0.2501 1.4304 -1.7465 0.824 -0.421 -0.844 -0.27
C 0.1636 -0.2832 0.8425 -1.059 -0.635 -1.144 -0.75
C -1.3684 1.1531 -1.2361 -1.188 0.178 0.688 -0.20
C -0.6431 0.5632 2.9527 -2.997 1.516 -0.152 -0.79
C 0.0903 -1.7334 -1.2068 -2.721 -1.706 -0.087 -0.54
C 1.2258 0.1233 -0.1728 0.242 2.731 0.504 0.47
C -0.8478 -1.0556 -0.1264 0.462 -0.009 0.047 0.06
C 1.4301 -1.0248 -1.0563 0.960 -1.897 -3.275 -0.78
C 0.8959 1.4792 -0.9052 -0.065 -0.737 1.170 -0.93
H -0.3949 -1.6695 -2.2651 0.892 -0.152 1.864 0.31
H 0.1140 1.0423 3.5758 0.239 -0.726 -0.068 0.27
H -1.3562 -0.0684 -0.8051 0.202 -2.679 1.340 -0.26
H 0.1237 -2.8822 -0.9311 -0.009 2.257 -0.676 0.32
H -0.9408 -0.4766 3.1015 0.654 0.025 0.546 0.40
H -1.6929 -1.6654 0.3927 1.216 1.388 -1.322 0.43
H 0.6203 -1.0124 1.4919 0.005 -0.484 0.469 0.65
H 1.8622 -0.7678 -2.1169 -0.680 -0.302 2.098 0.27
H 2.1046 -1.7942 -0.6328 -0.002 0.788 -0.049 0.36
H -1.6253 1.1641 3.1600 1.739 -1.014 -0.232 0.25
H -1.6226 1.4892 -0.2211 -0.246 0.398 -0.502 0.38
H 2.1658 0.2699 0.3381 0.253 0.688 0.316 0.38
H 0.7947 2.3557 -0.2934 0.005 0.108 0.861 0.43
H 1.5719 1.7007 -1.6502 2.334 0.264 -1.046 0.48
H -2.0151 0.8920 -2.0477 -1.404 0.295 0.043 0.45
```
Forces are in eV/Å.

Relative energy (zero: lowest compared OMol25 entry of this formula, charge and spin) (kJ/mol): 273.8
Orbital gap (eV): 8.85
HOMO energy (Ha): -0.5141
Lowest unoccupied orbital energy (Ha): -0.1887
E_tot (Ha): -463.8999
Max |F| (eV/A): 3.90
Net charge: +1

***

Computed, not measured: 9 unconnected molecules or ions with the total composition C24H54Cl12O6, with ωB97M-V/def2-TZVPD.

Structure (XYZ):
```
96
Properties=species:S:1:pos:R:3:forces:R:3:mulliken_charge:R:1
Cl -1.4200 -6.7944 3.2327 -0.110 -0.477 -0.337 -0.16
Cl -3.7044 -2.9673 0.5166 -0.035 -0.240 -0.950 -0.21
Cl 6.1663 -0.2594 1.0513 -0.287 -0.155 -0.372 -0.20
Cl -5.4115 -5.7112 -0.4660 -0.186 -0.707 0.758 -0.19
Cl 1.3139 1.0666 -6.8549 0.078 0.588 0.533 -0.18
Cl 1.8934 -5.7631 2.8446 -0.233 0.540 0.409 -0.21
Cl -0.8451 1.3179 -1.2940 0.118 0.369 -0.298 -0.17
Cl 0.1774 1.0128 1.6868 -0.381 -1.064 0.788 -0.18
Cl 3.5792 1.8933 -4.1370 -0.071 -0.036 -0.289 -0.17
Cl 9.2236 -1.5418 0.2966 -0.346 -0.661 0.316 -0.17
Cl -1.2379 6.2640 3.0295 -0.010 0.390 0.428 -0.15
Cl -4.3672 6.6429 2.3107 -0.603 0.041 -0.757 -0.17
O -0.5045 -7.4667 -2.0636 -0.117 0.686 -0.824 -0.22
O 2.4027 4.1627 8.7920 -0.587 -0.264 1.632 -0.33
O -3.5405 2.6508 -7.4155 -1.534 0.208 1.181 -0.32
O 1.0805 -5.1430 -1.9149 1.985 -0.202 -0.450 -0.17
O -4.0455 2.7089 -10.1615 0.322 -0.530 -0.310 -0.34
O 2.5520 2.5465 11.6086 0.405 0.207 1.178 -0.29
C 2.4455 3.8504 7.4127 -0.852 -0.131 0.562 -0.66
C 0.4188 -4.7261 3.0043 -0.620 -0.951 -0.721 -0.30
C 6.5273 -1.8898 0.3734 0.460 0.461 -0.191 -0.44
C -4.3378 2.8902 -6.1970 1.998 -0.725 -0.350 -0.73
C 1.5482 3.4473 11.1267 0.849 -0.905 -1.450 -0.45
C 1.5367 3.2441 9.5889 0.541 1.009 -1.219 -0.55
C -3.0298 3.5408 -9.5893 -0.516 -0.392 0.625 -0.54
C -0.6690 -5.3688 3.8960 0.608 1.711 0.335 -0.40
C -3.3934 -3.9232 -1.0146 0.023 0.051 0.407 -0.22
C 1.5158 -3.8422 -2.3258 -1.363 -0.261 0.307 -0.81
C -4.6099 -4.6246 -1.5693 -0.533 0.134 -0.924 -0.47
C 3.4750 2.5156 -5.8243 -1.143 -0.474 0.075 -0.52
C -3.2741 3.8468 -8.0840 -0.571 0.093 -1.554 -0.50
C 1.9745 2.6491 -6.3096 2.359 -0.022 -0.017 -0.37
C -0.2200 2.7117 -0.3543 1.076 -0.822 0.808 -0.39
C -3.8020 6.2353 3.9191 0.519 0.563 0.096 -0.46
C 7.8141 -2.3743 1.0637 -1.114 0.415 -0.260 -0.39
C -2.4537 6.9377 4.1517 -0.837 -0.835 0.989 -0.42
C -5.3798 3.1732 -10.3155 0.822 0.829 -0.110 -0.63
C -0.9821 -8.6940 -1.6327 0.014 -0.790 0.565 -0.80
C 2.5748 2.3895 13.0430 -1.300 0.118 -0.316 -0.76
C 0.9030 -7.4583 -2.2814 -0.995 -0.007 0.041 -0.56
C 0.9007 2.1870 0.6137 -1.131 0.699 -0.387 -0.44
C 1.2809 -6.1474 -2.9169 -1.295 0.108 1.016 -0.55
H -2.0869 3.0020 -9.6832 -0.191 -0.349 -0.115 0.29
H 1.5935 -3.2686 -1.4022 -0.002 0.182 -0.217 0.23
H 1.2002 2.9499 1.3323 0.375 0.345 -0.672 0.28
H 3.0258 4.5782 6.8456 0.604 -0.184 0.528 0.25
H -5.4233 -4.0152 -1.9632 0.349 0.797 0.458 0.33
H 1.7307 1.6914 0.1101 -0.080 0.389 -0.098 0.31
H 7.8386 -3.4628 1.0109 0.645 0.113 -0.149 0.30
H -2.9981 -3.2804 -1.8011 -0.013 0.289 0.307 0.30
H -4.1447 4.5025 -8.0749 -0.287 0.180 0.306 0.35
H 3.1861 1.5749 13.4315 0.553 0.131 -0.856 0.28
H -1.4260 -4.5958 4.0286 -0.268 -0.063 -0.299 0.27
H -5.9779 2.5568 -10.9866 0.402 -0.872 0.459 0.26
H 2.7987 3.3026 13.5945 0.286 0.220 -0.245 0.29
H -5.8531 3.2868 -9.3402 -0.274 0.104 -0.097 0.22
H -2.2169 6.7086 5.1907 0.634 -0.296 -0.084 0.26
H 2.0830 3.2493 -7.2130 -0.541 0.148 0.093 0.27
H -5.3914 4.0928 -10.9006 0.101 0.713 0.425 0.29
H 6.6899 -1.7983 -0.7005 0.113 0.264 0.086 0.31
H 0.5628 3.1487 11.4846 -0.133 -0.084 0.211 0.33
H 2.4293 -3.7357 -2.9109 0.286 -0.639 0.144 0.30
H 0.1982 3.4706 -1.0156 -0.240 -0.123 -0.082 0.30
H -4.5628 6.5665 4.6260 0.186 0.118 0.062 0.30
H -4.6938 1.9330 -5.8160 -0.195 -0.001 -0.459 0.25
H 1.5757 2.0887 13.3583 -0.390 0.091 0.094 0.31
H -5.1401 3.6236 -6.2774 0.036 -0.054 -0.440 0.32
H 1.8246 2.2243 9.3333 0.213 -0.158 0.318 0.34
H 0.6216 -3.6787 3.2281 0.459 -0.322 0.717 0.35
H 0.5212 3.3500 9.2074 -0.234 0.275 0.021 0.35
H -2.0698 -8.7658 -1.6356 -0.019 0.622 -0.001 0.25
H -2.4947 8.0269 4.1438 -0.081 -0.135 -0.737 0.35
H -0.6287 -8.8698 -0.6167 -0.032 -0.301 0.259 0.31
H 4.0147 3.4623 -5.8004 -0.371 0.061 -0.199 0.31
H 1.4586 3.9699 6.9657 -0.444 -0.386 -0.022 0.28
H 1.3985 3.1427 -5.5268 -0.310 -0.337 -0.311 0.33
H -2.6050 -4.6104 -0.7076 -0.227 -0.166 -0.234 0.15
H 0.6965 -3.4799 -2.9469 0.058 0.667 -0.106 0.31
H -0.3626 -5.5736 4.9218 0.490 -0.224 -0.251 0.33
H -3.5980 3.2098 -5.4630 -0.234 0.443 0.335 0.31
H 2.2807 -6.2718 -3.3328 0.298 0.634 0.143 0.38
H 7.7694 -2.0333 2.0980 0.245 -0.297 -0.074 0.29
H -3.7204 5.1506 3.9882 0.208 0.135 -0.010 0.31
H -2.8994 4.4557 -10.1672 -0.215 0.368 0.068 0.37
H 0.0711 -4.6717 1.9727 -0.335 -0.209 0.079 0.13
H -0.6583 -9.5266 -2.2573 0.345 -0.112 -0.231 0.31
H -1.0744 3.0698 0.2201 0.267 0.202 -0.057 0.29
H -4.3783 -5.1975 -2.4672 0.703 -0.202 0.194 0.32
H 1.1608 -8.2687 -2.9632 0.173 -0.261 -0.032 0.41
H 3.9980 1.8134 -6.4735 -0.016 0.066 0.132 0.33
H 2.7810 2.8173 7.3219 0.216 0.003 -0.568 0.29
H -2.4513 4.4161 -7.6514 0.343 -0.020 0.042 0.40
H 1.7114 4.4943 11.3821 0.269 0.058 0.127 0.32
H 0.5458 -5.9187 -3.6885 0.182 -0.234 -0.580 0.28
H 1.3827 -7.5927 -1.3119 0.420 -0.019 0.010 0.33
H 5.6303 -2.5033 0.4589 0.263 -0.139 0.642 0.30
```
Forces are in eV/Å.

Structure (SMILES): COCCOC.COCCOC.COCCOC.ClCCCl.ClCCCl.ClCCCl.ClCCCl.ClCCCl.ClCCCl
Relative energy (zero: lowest compared OMol25 entry of this formula, charge and spin) (kJ/mol): 131.0
Orbital gap (eV): 9.91
HOMO energy (Ha): -0.3535
Lowest unoccupied orbital energy (Ha): 0.0108
E_tot (Ha): -6920.3733
Max |F| (eV/A): 2.36

***

Computed, not measured: a molecular structure, C19H17F16N5PbSSb, with ωB97M-V/def2-TZVPD.

Structure (XYZ):
```
60
Properties=species:S:1:pos:R:3:forces:R:3:mulliken_spin:R:1
Pb -0.1514 0.7300 -1.1316 0.022 0.024 -0.080 0.00
Sb 0.5893 4.7617 -1.0178 0.030 -0.073 0.160 0.00
S -0.1607 -1.8391 0.2655 -0.044 -0.007 0.000 0.01
F 4.0181 -1.5021 -3.3401 0.007 0.004 0.005 0.00
F 6.4526 -1.5408 -2.1483 0.000 0.009 0.011 0.03
F 6.7865 -0.4112 0.2898 -0.020 -0.001 -0.012 -0.01
F 0.1113 5.1248 0.7764 0.016 -0.078 -0.021 0.00
F -1.1390 5.1929 -1.5590 0.007 0.002 -0.035 0.00
F -6.7015 -1.9719 -1.9397 0.000 -0.006 0.002 -0.03
F 2.1549 3.9449 -0.3212 -0.016 -0.043 0.021 0.00
F -5.0672 0.4809 1.6389 0.021 -0.010 0.006 -0.02
F -0.2220 2.9286 -0.5386 -0.125 0.121 0.148 0.00
F 1.9597 -0.3470 -2.1596 0.094 -0.051 -0.065 0.01
F -7.0240 -0.8242 0.4875 -0.002 -0.005 0.006 0.01
F 1.3911 6.3826 -1.3781 0.006 0.027 -0.032 0.00
F 4.7914 0.7188 1.5421 -0.078 0.022 0.002 0.02
F -4.3265 -1.7762 -3.2330 -0.005 0.003 0.005 0.00
F 0.9407 3.9057 -2.6479 0.005 -0.076 -0.060 0.00
F -2.3189 -0.4427 -2.1608 0.030 -0.005 -0.001 -0.01
N -0.0096 -3.2202 -2.0402 0.035 0.010 -0.015 0.00
N -0.1877 1.5006 2.2434 -0.016 0.006 -0.001 0.71
N 0.3542 -4.3856 -0.1098 0.002 -0.023 0.005 0.00
N -2.4745 0.7486 0.3000 -0.021 -0.016 0.028 -0.48
N 2.1277 0.8340 0.2922 -0.023 -0.013 0.030 0.50
C 0.0818 -3.2393 -0.7103 -0.041 0.016 0.024 0.00
C 0.5557 -5.6630 -0.7863 0.011 0.009 -0.014 0.00
C -3.5399 0.0985 -0.1787 -0.014 0.052 -0.001 -0.09
C 4.5414 0.2101 0.3445 -0.020 0.010 0.017 0.17
C 3.1435 -0.3478 -1.5141 0.051 -0.024 -0.026 0.08
C -5.8704 -0.7282 -0.1370 0.001 0.003 0.007 0.05
C -2.6267 1.4129 1.5943 0.015 -0.017 0.001 0.09
C -5.7149 -1.3236 -1.3867 0.005 0.009 -0.004 -0.22
C -1.4235 2.2353 2.0248 -0.049 -0.017 -0.001 0.00
C -3.4633 -0.5352 -1.4595 -0.003 -0.002 0.010 -0.09
C -4.4859 -1.2188 -2.0480 0.001 -0.008 -0.003 0.04
C 5.4466 -0.9684 -1.5464 0.011 0.005 0.000 0.22
C -0.1775 0.2564 2.9709 0.005 -0.028 -0.019 0.00
C 3.2232 0.2746 -0.2306 0.014 0.028 0.018 0.10
C 4.1878 -0.9451 -2.1558 -0.035 -0.006 -0.025 -0.04
C -4.8279 -0.0467 0.4466 0.001 0.007 -0.011 -0.16
C 5.6069 -0.3840 -0.2930 0.013 -0.002 0.005 -0.05
C 2.2644 1.4554 1.6095 0.057 -0.020 -0.035 -0.06
C 1.0536 2.2357 2.0927 0.005 0.062 0.020 0.04
H 0.0063 0.4890 4.0288 -0.002 -0.003 0.002 0.04
H -2.8873 0.6843 2.3641 -0.010 0.005 0.007 -0.02
H 1.2890 -5.5614 -1.5870 0.011 -0.004 0.009 0.00
H 1.3031 2.6039 3.1012 -0.009 -0.012 0.001 0.05
H 0.3640 -4.3670 0.8972 0.046 0.020 -0.003 0.00
H 3.0573 2.2037 1.5899 0.043 0.003 -0.003 0.02
H 0.0830 -4.0575 -2.5929 0.001 -0.002 -0.003 0.00
H -1.1238 -0.2646 2.8779 -0.002 0.010 -0.007 0.01
H 2.5585 0.7018 2.3437 0.013 -0.001 0.007 0.02
H -3.4549 2.1243 1.5637 0.002 0.004 -0.008 -0.02
H -1.6760 2.6885 2.9972 0.025 0.007 0.009 0.04
H 0.6312 -0.3803 2.6162 0.004 0.004 0.004 0.02
H 0.8671 3.1100 1.4838 -0.021 0.064 -0.085 0.02
H -0.2454 -2.3722 -2.5203 -0.027 0.001 0.001 0.00
H -1.2121 3.0516 1.3399 0.003 0.004 0.002 0.02
H 0.9521 -6.3714 -0.0660 -0.028 -0.009 0.006 0.00
H -0.3813 -6.0544 -1.1846 -0.002 0.010 -0.011 0.00
```
Forces are in eV/Å.

Multiplicity: 2
Orbital gap (alpha / beta) (eV): 6.46 / 5.47
HOMO energy (alpha / beta) (Ha): -0.5367 / -0.5399
Lowest unoccupied orbital energy (alpha / beta) (Ha): -0.2991 / -0.3388
E_tot (Ha): -3436.5745
Max |F| (eV/A): 0.23
Net charge: +2